Entry 1:
C30H44AsBrIN2O3Si3V as an isolated structure, computed with wB97M-V/def2-TZVPD.

As for the spin multiplicity: 3. The HOMO-LUMO gap (spin up / spin down) comes out at 0.286 / 0.291 Ha. Its charge is 0. For the HOMO energy (spin up / spin down), the calculation gives -7.836 / -7.999 eV.

Element x y z (Å)
V1 -0.406 0.383 -0.175
O1 -1.812 5.625 0.506
C1 -2.945 5.042 0.082
C2 -4.086 5.843 0.017
C3 -5.277 5.326 -0.445
C4 -5.369 3.998 -0.849
C5 -4.251 3.195 -0.758
C6 -3.032 3.687 -0.290
C7 -1.871 2.773 -0.208
O2 -2.066 1.484 -0.308
N1 -0.688 3.312 -0.071
N2 0.286 2.328 -0.106
C8 1.502 2.720 0.005
C9 2.618 1.825 -0.205
C10 3.912 2.347 -0.070
C11 5.024 1.591 -0.373
C12 4.850 0.294 -0.848
C13 3.588 -0.245 -1.001
C14 2.450 0.497 -0.664
O3 1.259 -0.083 -0.824
H1 -1.078 4.983 0.373
H2 -4.000 6.876 0.322
H3 -6.148 5.968 -0.500
H4 -6.302 3.600 -1.220
H5 -4.296 2.156 -1.042
H6 1.710 3.771 0.194
H7 4.025 3.369 0.269
H8 6.015 2.005 -0.259
H9 5.714 -0.305 -1.106
H10 3.447 -1.248 -1.367
Br1 2.255 -6.354 2.724
C15 2.807 -6.097 0.935
C16 3.179 -7.221 0.208
C17 3.576 -7.093 -1.110
C18 3.599 -5.842 -1.706
C19 3.229 -4.725 -0.980
C20 2.833 -4.838 0.351
I1 2.259 -3.114 1.351
H11 3.153 -8.191 0.683
H12 3.864 -7.974 -1.667
H13 3.902 -5.730 -2.737
H14 3.234 -3.753 -1.446
C21 -0.509 -4.477 -0.959
Si1 -1.800 -3.965 0.315
C22 -1.273 -4.147 2.113
C23 -3.239 -5.161 0.074
As1 -2.197 -1.659 -0.074
Si2 -3.964 -1.237 1.469
C24 -5.166 -2.691 1.493
C25 -3.157 -1.060 3.156
C26 -4.945 0.315 1.119
Si3 -2.983 -1.665 -2.313
C27 -1.409 -1.549 -3.342
C28 -3.905 -3.224 -2.825
C29 -4.061 -0.173 -2.669
H15 0.092 -5.301 -0.568
H16 0.172 -3.676 -1.244
H17 -1.006 -4.839 -1.860
H18 -0.679 -5.055 2.229
H19 -2.156 -4.240 2.746
H20 -0.673 -3.315 2.482
H21 -2.775 -6.144 0.209
H22 -3.688 -5.148 -0.915
H23 -4.029 -5.069 0.816
H24 -4.789 -3.521 2.091
H25 -5.412 -3.074 0.503
H26 -6.092 -2.348 1.958
H27 -2.394 -1.810 3.351
H28 -3.930 -1.161 3.921
H29 -2.691 -0.082 3.270
H30 -5.459 0.304 0.162
H31 -4.334 1.208 1.168
H32 -5.708 0.374 1.900
H33 -0.812 -2.459 -3.262
H34 -0.770 -0.718 -3.031
H35 -1.657 -1.398 -4.394
H36 -3.267 -4.105 -2.815
H37 -4.252 -3.079 -3.851
H38 -4.778 -3.427 -2.207
H39 -3.477 0.747 -2.671
H40 -4.888 -0.049 -1.974
H41 -4.485 -0.309 -3.668
C30 0.027 0.218 1.862
H42 -0.222 -0.755 2.298
H43 -0.502 0.984 2.438
H44 1.100 0.388 1.998

=====

Entry 2:
A 5-piece molecular cluster, C30H44BF5N6O5 overall, computed with wB97M-V/def2-TZVPD.

The HOMO-LUMO gap comes out at 0.315 Ha. The SMILES is CCOB(O)[C@H](O)OC[C@H](NOC#N)C(F)(F)c1cccc(C(F)(F)F)c1.CCCC#N.CCCC#N.CCCC#N.CCCC#N. Its charge is 0. For the HOMO energy, the calculation gives -9.423 eV.

Element x y z (Å)
C1 1.464 2.101 -3.702
C2 0.357 1.782 -4.869
O1 -0.962 1.354 -4.379
B1 -1.732 2.466 -3.787
O2 -1.392 3.894 -4.099
C3 -2.997 2.257 -2.710
O3 -3.493 3.618 -2.317
O4 -2.594 1.600 -1.456
C4 -3.195 0.228 -1.358
C5 -2.124 -0.740 -0.538
N1 -0.980 -1.249 -1.386
O5 -0.234 -0.261 -1.910
C6 0.648 0.358 -0.883
N2 1.140 1.268 -0.068
C7 -2.871 -2.091 0.105
F1 -3.757 -1.698 1.228
F2 -3.692 -2.830 -0.884
C8 -1.666 -3.056 0.742
C9 -0.874 -4.227 -0.091
C10 0.347 -5.169 0.479
C11 0.829 -4.911 2.047
C12 0.026 -3.766 2.946
C13 0.565 -3.612 4.519
F3 0.766 -4.922 5.182
F4 -0.447 -2.824 5.281
F5 1.883 -2.883 4.409
C14 -1.210 -2.834 2.336
H1 2.374 2.646 -4.249
H2 1.109 2.839 -2.865
H3 1.936 1.112 -3.243
H4 0.791 0.861 -5.492
H5 0.311 2.676 -5.658
H6 -0.691 4.212 -3.447
H7 -3.877 1.681 -3.237
H8 -4.055 3.907 -3.103
H9 -3.339 -0.273 -2.411
H10 -4.252 0.285 -0.805
H11 -1.779 -0.113 0.412
H12 -1.404 -1.860 -2.149
H13 -1.195 -4.401 -1.214
H14 0.881 -5.970 -0.219
H15 1.716 -5.524 2.502
H16 -1.757 -2.020 3.014
C15 -3.966 2.511 -9.462
C16 -3.993 1.175 -8.727
C17 -3.285 1.227 -7.372
C18 -1.824 1.599 -7.570
N3 -0.613 1.907 -7.734
H17 -2.943 2.822 -9.697
H18 -4.507 2.434 -10.411
H19 -4.438 3.298 -8.863
H20 -3.526 0.411 -9.362
H21 -5.035 0.873 -8.575
H22 -3.344 0.250 -6.879
H23 -3.760 1.966 -6.718
C19 2.557 -1.853 8.684
C20 2.094 -0.856 7.626
C21 3.203 0.102 7.186
C22 3.688 0.909 8.379
N4 4.090 1.579 9.369
H24 2.868 -1.350 9.605
H25 1.741 -2.534 8.946
H26 3.398 -2.453 8.317
H27 1.246 -0.286 8.023
H28 1.731 -1.408 6.752
H29 2.826 0.786 6.419
H30 4.046 -0.454 6.761
C23 -0.821 3.119 7.968
C24 -0.416 3.681 6.609
C25 -0.940 2.845 5.439
C26 -0.379 1.435 5.524
N5 0.086 0.265 5.595
H31 -0.403 2.121 8.133
H32 -0.450 3.763 8.771
H33 -1.911 3.055 8.057
H34 0.678 3.742 6.561
H35 -0.800 4.703 6.518
H36 -0.636 3.296 4.489
H37 -2.035 2.800 5.458
C27 5.924 -1.350 -3.172
C28 4.741 -1.625 -2.250
C29 3.678 -2.517 -2.895
C30 3.128 -1.841 -4.141
N6 2.671 -1.280 -5.174
H38 5.619 -0.807 -4.072
H39 6.670 -0.734 -2.659
H40 6.407 -2.284 -3.479
H41 4.293 -0.668 -1.953
H42 5.106 -2.106 -1.336
H43 2.859 -2.695 -2.191
H44 4.106 -3.487 -3.171

=====

Entry 3:
C30H44Br2N2P2Sn as an isolated structure, computed with wB97M-V/def2-TZVPD.

The HOMO-LUMO gap (spin up / spin down) comes out at 0.182 / 0.133 Ha. Its charge is +2. For the energy above the lowest of the compared OMol25 structures with the same formula, charge and spin, the calculation gives 0.0000 eV. For the HOMO energy (spin up / spin down), the calculation gives -12.474 / -12.427 eV.

Element x y z (Å)
N1 6.010 1.024 -7.626
C1 6.611 0.695 -6.477
C2 5.902 0.460 -5.291
C3 4.498 0.530 -5.302
C4 3.889 0.954 -6.488
C5 4.672 1.166 -7.627
C6 3.728 0.246 -4.101
Sn1 -0.013 -1.673 1.269
P1 -3.212 -3.442 2.320
C7 2.368 0.162 -3.997
C8 1.685 0.162 -2.745
C9 0.401 -0.414 -2.658
C10 -0.154 -0.700 -1.421
C11 0.472 -0.146 -0.275
C12 1.786 0.316 -0.340
C13 2.326 0.629 -1.570
Br1 -0.812 0.127 3.108
H1 4.334 0.062 -3.222
H2 1.782 0.071 -4.914
H3 6.469 0.240 -4.397
H4 2.820 1.136 -6.501
H5 7.704 0.608 -6.528
H6 4.194 1.453 -8.562
H7 -0.100 -0.692 -3.585
H8 3.272 1.168 -1.633
H9 -1.019 -1.355 -1.369
H10 2.414 0.462 0.533
P2 -1.504 1.517 0.678
C14 -1.515 -4.084 2.107
C15 -1.364 -5.615 2.066
H11 -0.899 -3.662 2.924
H12 -1.161 -3.738 1.101
H13 -0.291 -5.846 2.081
H14 -1.853 -6.081 2.928
H15 -1.781 -6.002 1.127
C16 -3.833 -2.892 0.692
C17 -5.363 -3.033 0.567
H16 -3.347 -3.536 -0.058
H17 -3.518 -1.854 0.513
H18 -5.665 -2.879 -0.482
H19 -5.696 -4.042 0.861
H20 -5.901 -2.292 1.180
C18 -3.396 -1.950 3.404
C19 -3.511 -2.316 4.885
H21 -4.299 -1.420 3.065
H22 -2.544 -1.260 3.240
H23 -3.453 -1.408 5.499
H24 -4.486 -2.789 5.063
H25 -2.713 -2.999 5.210
C20 -2.199 2.688 1.958
C21 -2.208 4.178 1.681
H26 -1.603 2.492 2.870
H27 -3.225 2.322 2.150
H28 -1.232 4.630 1.891
H29 -2.523 4.423 0.662
H30 -2.928 4.619 2.377
C22 -3.104 1.060 -0.128
C23 -3.120 1.055 -1.635
H31 -3.819 1.801 0.263
H32 -3.390 0.083 0.290
H33 -2.957 2.059 -2.054
H34 -2.371 0.380 -2.065
H35 -4.112 0.715 -1.968
C24 -0.745 2.647 -0.546
C25 0.515 3.344 -0.035
H36 -1.539 3.361 -0.810
H37 -0.529 2.043 -1.438
H38 1.177 3.535 -0.892
H39 0.281 4.299 0.461
H40 1.080 2.714 0.665
Br2 2.498 4.007 3.655
C26 2.838 2.145 3.427
C27 3.984 1.523 3.936
C28 4.153 0.143 3.759
C29 3.141 -0.578 3.108
N2 2.050 0.007 2.621
C30 1.928 1.353 2.732
H41 4.718 2.132 4.457
H42 5.042 -0.401 4.103
H43 3.215 -1.667 2.971
H44 1.051 1.819 2.282

=====

no.,strongest force on any atom (eV/A)
1,1.569
2,11.961
3,3.728